Record 1
The following is a DFT calculation (ωB97M-V with the def2-TZVPD basis set) of a molecular structure, F2In at a distorted geometry.

CARTESIAN COORDINATES (ANGSTROEM)
In  -0.105  -0.221  -0.669
F  2.237  -1.377  0.377
F  -2.133  1.598  0.292

Computed properties:
energy: -10591.968 eV
max |F|: 0.05812 Eh/bohr
HOMO: -17.64 eV
multiplicity: 1
frontier orbital gap: 4.97 eV
charge: +1
M: 152.81 g mol⁻¹

---

Record 2
The following is a DFT calculation (ωB97M-V with the def2-TZVPD basis set) of a molecular structure, C36H36GeN7O7S3Sn.

CARTESIAN COORDINATES (ANGSTROEM)
Sn  0.083  0.208  -0.940
O  -0.094  1.027  1.070
S  -0.338  -0.160  1.989
O  0.480  -0.129  3.155
O  -0.298  -1.347  1.132
C  -2.026  -0.037  2.547
C  -2.216  0.412  3.839
C  -3.479  0.385  4.422
C  -4.551  -0.137  3.725
C  -4.380  -0.585  2.419
C  -3.129  -0.519  1.825
S  -3.005  -0.980  0.128
O  -2.755  -2.352  -0.146
O  -4.507  -0.633  -0.328
O  -2.180  0.002  -0.561
H  -1.356  0.751  4.402
H  -3.612  0.748  5.432
H  -5.528  -0.193  4.183
H  -5.229  -0.968  1.875
N  -3.317  -3.159  -2.935
C  -4.399  -3.692  -2.230
C  -4.555  -5.066  -2.106
C  -5.666  -5.560  -1.449
C  -6.641  -4.706  -0.920
C  -6.492  -3.343  -1.037
C  -5.356  -2.840  -1.680
S  -5.168  -1.137  -1.837
N  -3.991  -0.909  -2.880
C  -3.162  -1.874  -3.239
C  -2.016  -1.505  -4.116
C  -1.809  -2.193  -5.300
C  -0.777  -1.770  -6.130
C  -0.008  -0.694  -5.730
C  -0.292  -0.085  -4.513
N  -1.279  -0.467  -3.709
H  -2.615  -3.805  -3.271
H  -3.820  -5.740  -2.529
H  -5.791  -6.631  -1.357
H  -7.510  -5.117  -0.427
H  -7.238  -2.664  -0.642
H  -2.457  -3.007  -5.599
H  -0.592  -2.266  -7.073
H  0.798  -0.323  -6.347
H  0.304  0.758  -4.176
C  3.520  -2.870  0.354
N  3.465  -2.467  1.755
C  3.237  -1.232  2.166
N  3.413  -0.898  3.448
O  2.844  -0.345  1.318
H  4.551  -2.918  0.006
H  2.971  -2.149  -0.243
H  3.055  -3.847  0.250
H  3.702  -3.159  2.449
H  3.678  -1.586  4.133
H  2.945  -0.066  3.781
Ge  3.571  1.422  1.190
C  5.357  1.070  0.607
C  5.716  1.388  -0.703
C  7.002  1.134  -1.157
C  7.933  0.556  -0.307
C  7.585  0.231  0.997
C  6.303  0.489  1.456
C  3.193  2.341  2.823
C  4.186  2.588  3.775
C  3.881  3.284  4.935
C  2.588  3.744  5.146
C  1.597  3.512  4.201
C  1.896  2.812  3.042
H  2.643  1.871  0.048
H  4.997  1.846  -1.374
H  7.280  1.393  -2.170
H  8.938  0.363  -0.660
H  8.317  -0.213  1.659
H  6.049  0.239  2.481
H  5.205  2.261  3.607
H  4.654  3.480  5.665
H  2.355  4.296  6.047
H  0.596  3.887  4.365
H  1.117  2.630  2.310
C  -2.877  4.788  -2.738
N  -1.763  3.974  -2.254
C  -0.491  4.428  -2.001
C  0.227  3.351  -1.598
N  -0.597  2.242  -1.602
C  -1.790  2.664  -2.005
H  -3.035  5.626  -2.063
H  -3.773  4.176  -2.766
H  -2.658  5.157  -3.737
H  -0.217  5.461  -2.128
H  1.263  3.301  -1.308
H  -2.661  2.045  -2.138

Computed properties:
energy: -157511.111 eV
max |F|: 0.00789 Eh/bohr
HOMO: -15.26 eV
multiplicity: 1
frontier orbital gap: 7.07 eV
charge: +3
M: 966.25 g mol⁻¹

---

Record 3
The following is a DFT calculation (ωB97M-V with the def2-TZVPD basis set) of 3 unconnected molecules or ions with the total composition C2H11N2O2 at a distorted geometry.

CARTESIAN COORDINATES (ANGSTROEM)
C  0.635  0.205  0.651
C  -0.270  -0.708  0.281
N  -1.133  -0.808  -0.985
N  1.931  0.403  0.334
H  0.327  1.131  1.309
H  -0.495  -1.597  1.019
H  -1.989  -1.165  -0.548
H  -1.237  -0.022  -1.693
H  -0.576  -1.552  -1.501
H  2.391  1.143  0.677
H  2.403  -0.299  -0.216
H  0.191  -2.932  -3.101
H  0.977  -2.856  -1.784
O  0.169  -2.609  -2.216
H  -0.315  4.023  2.631
H  -1.886  4.132  2.758
O  -1.123  3.512  2.384

Computed properties:
energy: -9317.165 eV
max |F|: 0.11999 Eh/bohr
HOMO: -11.06 eV
multiplicity: 1
frontier orbital gap: 6.85 eV
charge: +1
M: 95.12 g mol⁻¹

---

Record 4
The following is a DFT calculation (ωB97M-V with the def2-TZVPD basis set) of a molecular structure, C22H28N3OPPtSSe2.

CARTESIAN COORDINATES (ANGSTROEM)
Pt  0.129  0.152  -0.587
Se  -0.232  -2.419  -0.130
P  -1.340  -2.399  -1.996
Se  -0.963  -0.370  -2.765
C  -0.604  -3.588  -3.162
C  0.771  -3.404  -3.338
C  1.485  -4.214  -4.200
C  0.840  -5.224  -4.904
C  -0.521  -5.411  -4.738
C  -1.242  -4.598  -3.872
C  -3.126  -2.590  -1.663
C  -3.622  -1.607  -0.798
C  -4.953  -1.595  -0.427
C  -5.820  -2.568  -0.912
C  -5.339  -3.547  -1.763
C  -3.999  -3.561  -2.137
H  1.279  -2.621  -2.789
H  2.549  -4.056  -4.323
H  1.399  -5.859  -5.580
H  -1.035  -6.193  -5.283
H  -2.299  -4.774  -3.782
H  -2.947  -0.852  -0.413
H  -5.315  -0.830  0.248
H  -6.863  -2.563  -0.621
H  -6.002  -4.313  -2.142
H  -3.669  -4.349  -2.790
C  2.581  -0.703  3.069
O  1.599  -1.203  2.170
H  2.741  -1.379  3.914
H  2.315  0.291  3.441
H  3.512  -0.620  2.511
H  0.731  -1.108  2.571
C  -1.683  0.585  2.188
C  -0.511  1.505  2.030
C  -0.063  2.499  2.861
C  1.145  3.007  2.290
C  1.387  2.294  1.139
C  2.560  2.369  0.214
N  0.366  1.379  0.971
H  -2.506  1.078  2.710
H  -1.437  -0.308  2.771
H  -2.042  0.238  1.217
H  -0.528  2.810  3.786
H  1.782  3.779  2.695
H  3.313  3.039  0.631
H  2.276  2.740  -0.769
H  3.018  1.386  0.085
S  -0.124  2.763  -2.192
C  -1.449  3.027  -1.196
N  -1.424  3.719  -0.051
C  -2.692  3.678  0.663
C  -3.580  2.823  -0.270
N  -2.700  2.580  -1.408
H  -0.541  3.941  0.391
H  -3.099  4.680  0.800
H  -2.563  3.221  1.642
H  -4.477  3.360  -0.576
H  -3.884  1.886  0.202
H  -2.866  1.887  -2.118

Computed properties:
energy: -183849.957 eV
max |F|: 0.00920 Eh/bohr
HOMO (spin up / spin down): -6.72 / -7.42 eV
multiplicity: 3
frontier orbital gap (spin up / spin down): 6.83 / 6.04 eV
<S²>: 2.01
M: 766.53 g mol⁻¹

---

Record 5
The following is a DFT calculation (ωB97M-V with the def2-TZVPD basis set) of C4H6O2 in the gas phase.

CARTESIAN COORDINATES (ANGSTROEM)
C  -1.258  -0.366  -0.368
C  0.248  -0.147  -0.289
C  0.661  1.317  -0.217
O  1.798  1.684  -0.387
C  0.881  -0.827  0.924
O  0.257  -1.442  1.750
H  -1.487  -1.283  -0.917
H  -1.685  -0.467  0.633
H  -1.755  0.462  -0.883
H  0.777  -0.551  -1.164
H  -0.147  2.036  0.038
H  1.978  -0.691  1.003

Computed properties:
energy: -8339.394 eV
max |F|: 0.01057 Eh/bohr
HOMO: -10.06 eV
multiplicity: 1
SMILES: CC(C=O)C=O
frontier orbital gap: 10.51 eV
M: 86.09 g mol⁻¹

---

Record 6
The following is a DFT calculation (ωB97M-V with the def2-TZVPD basis set) of a molecular structure, C28H39ClN5O4SZr at a distorted geometry.

CARTESIAN COORDINATES (ANGSTROEM)
Zr  -0.696  0.898  -0.377
C  -1.739  4.602  0.820
C  -2.141  3.192  1.149
C  -1.530  2.501  2.197
C  -1.947  1.225  2.546
C  -2.927  0.578  1.800
C  -3.555  1.263  0.775
C  -3.165  2.561  0.452
H  -2.321  5.306  1.416
H  -1.920  4.830  -0.230
H  -0.687  4.777  1.045
H  -0.751  2.985  2.774
H  -1.494  0.726  3.391
H  -3.228  -0.431  2.050
H  -4.346  0.801  0.214
H  -3.647  3.074  -0.369
Cl  0.386  6.914  -4.820
C  -0.091  5.514  -3.919
C  -1.192  4.758  -4.347
C  -1.599  3.642  -3.656
C  -0.913  3.231  -2.501
O  -1.317  2.201  -1.813
C  0.199  3.998  -2.078
C  0.932  3.648  -0.900
O  0.760  2.644  -0.193
C  0.595  5.144  -2.795
H  -1.726  5.069  -5.235
H  -2.455  3.066  -3.978
H  1.735  4.338  -0.609
H  1.444  5.725  -2.457
O  0.799  0.064  -0.957
C  -5.094  -0.976  -3.414
N  -3.739  -1.348  -3.019
C  -3.177  -2.515  -3.406
C  -1.929  -2.845  -3.035
C  -1.209  -1.919  -2.218
N  -1.788  -0.782  -1.751
C  -3.065  -0.470  -2.170
O  -3.644  0.538  -1.811
N  0.067  -2.112  -1.966
H  -5.471  -1.727  -4.104
H  -5.084  -0.003  -3.899
H  -5.742  -0.920  -2.542
H  -3.777  -3.144  -4.050
H  -1.459  -3.749  -3.388
H  0.537  -2.872  -2.424
H  0.584  -1.359  -1.331
C  4.795  -1.172  3.305
C  4.797  0.337  3.080
C  4.264  0.794  1.722
C  2.787  0.526  1.464
N  2.562  -0.880  1.145
C  1.424  -1.551  1.229
S  -0.039  -0.869  1.846
N  1.456  -2.840  0.870
C  0.355  -3.798  0.922
C  0.880  -5.212  1.142
C  1.284  -5.539  2.579
C  2.447  -4.723  3.133
H  5.310  -1.423  4.232
H  5.314  -1.692  2.494
H  3.784  -1.573  3.375
H  5.818  0.710  3.185
H  4.214  0.823  3.868
H  4.861  0.350  0.916
H  4.412  1.872  1.634
H  2.424  1.128  0.633
H  2.196  0.773  2.348
H  3.354  -1.363  0.745
H  2.339  -3.213  0.555
H  -0.216  -3.736  -0.009
H  -0.311  -3.508  1.733
H  1.721  -5.401  0.462
H  0.092  -5.902  0.834
H  1.538  -6.600  2.624
H  0.411  -5.409  3.225
H  3.317  -4.771  2.472
H  2.757  -5.107  4.105
H  2.181  -3.674  3.269

Computed properties:
energy: -69948.521 eV
max |F|: 0.03288 Eh/bohr
HOMO: -10.72 eV
multiplicity: 1
frontier orbital gap: 7.86 eV
charge: +1
M: 668.40 g mol⁻¹

---

Record 7
The following is a DFT calculation (ωB97M-V with the def2-TZVPD basis set) of a molecular structure, C23H39BN7O2PtS3 at a distorted geometry.

CARTESIAN COORDINATES (ANGSTROEM)
Pt  -0.110  -0.180  0.278
C  -3.111  2.470  5.064
C  -2.800  1.967  3.651
C  -3.018  0.461  3.596
C  -3.698  2.640  2.606
N  -1.405  2.347  3.324
C  -1.002  3.646  3.339
C  0.288  3.693  2.903
N  0.686  2.424  2.605
B  2.138  2.184  2.100
N  2.308  2.643  0.617
C  3.500  3.166  0.214
C  3.373  3.580  -1.076
N  2.098  3.330  -1.476
C  1.458  2.745  -0.434
S  -0.188  2.242  -0.405
C  1.669  3.593  -2.869
C  0.161  3.479  -3.027
C  2.371  2.554  -3.752
C  2.095  5.016  -3.256
N  2.640  0.726  2.314
C  3.241  0.381  3.488
C  3.699  -0.895  3.377
N  3.400  -1.341  2.126
C  2.746  -0.342  1.494
S  2.188  -0.343  -0.141
C  3.623  -2.746  1.710
C  2.554  -3.577  2.430
C  3.508  -2.928  0.201
C  5.028  -3.171  2.145
C  -0.363  1.611  2.877
S  -0.270  -0.098  2.765
H  -4.127  2.184  5.322
H  -3.043  3.551  5.136
H  -2.436  2.029  5.795
H  -4.057  0.250  3.848
H  -2.400  -0.063  4.324
H  -2.850  0.072  2.591
H  -4.724  2.308  2.744
H  -3.388  2.368  1.598
H  -3.684  3.722  2.700
H  -1.631  4.453  3.658
H  0.942  4.535  2.801
H  2.847  2.871  2.748
H  4.354  3.216  0.859
H  4.106  4.031  -1.714
H  -0.181  2.452  -2.893
H  -0.110  3.764  -4.042
H  -0.369  4.145  -2.349
H  2.133  1.543  -3.427
H  3.451  2.678  -3.740
H  2.034  2.668  -4.779
H  1.703  5.750  -2.556
H  1.695  5.245  -4.240
H  3.173  5.129  -3.317
H  3.308  1.059  4.315
H  4.217  -1.480  4.109
H  1.553  -3.215  2.191
H  2.687  -3.537  3.508
H  2.634  -4.615  2.119
H  2.484  -2.806  -0.154
H  3.806  -3.945  -0.045
H  4.171  -2.258  -0.344
H  5.122  -3.236  3.224
H  5.781  -2.486  1.762
H  5.241  -4.158  1.745
N  -3.419  -4.603  0.285
C  -2.200  -3.781  0.266
C  -2.735  -2.308  0.016
O  -3.938  -2.251  -0.170
O  -1.921  -1.358  0.042
H  -3.668  -4.955  1.214
H  -3.409  -5.388  -0.371
H  -4.150  -3.837  -0.013
H  -1.536  -4.063  -0.551
H  -1.652  -3.819  1.205

Computed properties:
energy: -75415.949 eV
max |F|: 0.05387 Eh/bohr
HOMO (spin up / spin down): -16.91 / -16.90 eV
multiplicity: 1
frontier orbital gap (spin up / spin down): 5.11 / 5.26 eV
charge: +3
M: 747.70 g mol⁻¹

---

Record 8
The following is a DFT calculation (ωB97M-V with the def2-TZVPD basis set) of 2 unconnected molecules or ions with the total composition C3H9NO3P at a distorted geometry.

CARTESIAN COORDINATES (ANGSTROEM)
C  1.711  2.307  -1.485
C  -0.546  -2.517  1.204
C  0.594  1.232  -1.477
N  0.836  0.003  -1.402
O  -2.019  -0.568  -0.022
O  -1.645  -0.150  2.446
O  0.333  0.053  1.015
P  -0.952  -0.659  1.040
H  2.210  2.369  -2.505
H  1.280  3.288  -1.153
H  2.480  2.017  -0.789
H  -0.318  -2.715  0.058
H  0.422  -2.594  1.816
H  -1.440  -3.094  1.684
H  -2.531  -0.267  2.358
H  -0.409  1.782  -1.638
H  -0.006  -0.487  -1.149

Computed properties:
energy: -20181.143 eV
max |F|: 0.08314 Eh/bohr
HOMO: -4.98 eV
multiplicity: 1
frontier orbital gap: 9.06 eV
charge: -1
M: 138.08 g mol⁻¹

---

> What is the max |F| in the second record?

0.00789 Eh/bohr

---

> What is the M in the fifth record?

86.09 g mol⁻¹

---

> What is the formula in the fourth record?

C22H28N3OPPtSSe2

---

> Which of these has the lowest max |F|?

C36H36GeN7O7S3Sn